20
Properties=species:S:1:pos:R:3 method="wB97M-V/def2-TZVPD" relative_energy_kj_mol=738.8 total_energy_ev=-23590.6375 homo_lumo_gap_ev=10.380 smiles="C=C[C@H](CO[N+](=O)[O-])OOO[N+](=O)[O-]" molar_mass_g_mol=210.098 homo_energy_ev=-10.91 lumo_ev=-0.53
C -1.15 -2.74 0.91
C -0.75 -1.94 -0.06
C -0.10 -0.60 0.23
C -0.49 0.49 -0.77
O -1.88 0.67 -0.94
N -2.38 1.28 0.28
O -3.57 1.56 0.23
O -1.59 1.43 1.21
O 1.29 -0.80 0.30
O 1.83 0.56 0.68
O 1.92 1.34 -0.58
N 3.33 1.82 -0.62
O 3.52 2.43 -1.65
O 4.03 1.53 0.34
H -1.63 -3.70 0.69
H -0.98 -2.47 1.95
H -0.86 -2.20 -1.13
H -0.43 -0.28 1.22
H 0.01 1.41 -0.51
H -0.12 0.20 -1.78

=====

63
Properties=species:S:1:pos:R:3 method="wB97M-V/def2-TZVPD" relative_energy_kj_mol=36.3 total_energy_ev=-120487.7494 homo_lumo_gap_ev=7.037 molar_mass_g_mol=760.769 homo_energy_ev=-7.37 lumo_ev=-0.33
Pb -0.36 -0.65 -0.52
Se -3.11 -1.21 -0.96
C -2.99 -3.09 -1.24
C -1.99 -3.67 -2.02
C -1.96 -5.05 -2.19
N -2.84 -5.88 -1.64
C -3.80 -5.33 -0.89
C -3.91 -3.96 -0.66
H -1.24 -3.05 -2.51
H -1.19 -5.51 -2.80
H -4.51 -6.02 -0.44
H -4.72 -3.57 -0.05
C -1.82 -3.48 3.70
C -1.96 -2.84 2.33
N -2.71 -1.59 2.38
C -2.21 -0.35 2.42
S -0.53 -0.04 2.24
N -3.11 0.63 2.58
C -2.85 2.07 2.70
C -3.16 2.57 4.11
H -1.25 -4.41 3.63
H -2.80 -3.71 4.13
H -1.30 -2.81 4.39
H -2.46 -3.50 1.63
H -0.97 -2.62 1.93
H -3.71 -1.68 2.37
H -4.07 0.36 2.69
H -3.46 2.59 1.96
H -1.81 2.23 2.46
H -4.19 2.34 4.39
H -3.03 3.65 4.17
H -2.50 2.10 4.84
N 10.35 -4.01 -0.76
C 9.37 -3.41 -0.83
C 8.14 -2.66 -0.92
C 6.99 -3.11 -0.27
C 5.81 -2.41 -0.37
C 5.75 -1.24 -1.13
C 6.89 -0.78 -1.76
C 8.08 -1.49 -1.66
N 4.52 -0.53 -1.26
C 4.31 0.63 -1.99
C 2.99 0.90 -1.88
N 2.37 -0.06 -1.11
C 3.30 -0.90 -0.76
H 7.03 -4.02 0.31
H 4.94 -2.78 0.15
H 6.87 0.13 -2.34
H 8.97 -1.12 -2.16
H 5.09 1.15 -2.51
H 2.43 1.73 -2.30
H 3.14 -1.77 -0.14
F -2.21 5.29 -2.11
C -1.74 4.07 -1.79
C -1.14 3.88 -0.57
C -0.67 2.61 -0.24
C -0.82 1.53 -1.11
C -1.42 1.77 -2.34
C -1.88 3.04 -2.70
H -1.04 4.72 0.12
H -0.18 2.47 0.71
H -1.56 0.96 -3.06
H -2.36 3.22 -3.66